(1)
C5H14 | the ωB97M-V functional and the def2-TZVPD basis

Last column: natural (NBO) charge in e.
Cartesian coordinates (Å):
C  1.198383  1.453751  0.446043  -0.61
C  1.510776  1.490962  -1.073347  -0.39
C  0.307130  1.445540  -2.042858  -0.62
H  2.104238  1.860599  0.903212  0.21
H  1.140857  0.434318  0.844244  0.20
H  0.300344  1.944758  0.814328  0.20
H  2.023472  2.436799  -1.230890  0.19
H  2.176262  0.647951  -1.224891  0.20
H  0.527253  2.109113  -2.876060  0.21
H  0.365498  0.457640  -2.518588  0.20
H  -0.708895  1.616112  -1.705857  0.21
C  -1.390023  -1.784185  1.962337  -0.61
C  -1.364938  -2.162841  0.466274  -0.61
H  -0.894550  -2.548017  2.561245  0.20
H  -0.920512  -0.814902  2.071580  0.21
H  -2.415672  -1.813457  2.328379  0.20
H  -0.412028  -2.601085  0.171692  0.20
H  -1.405285  -1.280342  -0.173501  0.20
H  -2.142310  -2.892713  0.276658  0.20

Forces on atoms 1 to 6 (eV/Å):
0.725 -0.666 -0.023
-1.458 0.656 1.198
1.276 -1.093 -0.925
-0.347 0.208 0.439
-0.113 -0.063 -0.291
0.065 0.451 -0.333

Its SMILES is CCC.CC. As for the spin multiplicity: 1.

(2)
C12H27BiI2OP2Si | the ωB97M-V functional and the def2-TZVPD basis

Last column: natural (NBO) charge in e.
Cartesian coordinates (Å):
I  0.350184  -0.944570  -5.672958  0.13
I  -0.427347  1.609693  -4.708020  0.04
Bi  -0.003589  0.075071  -1.805384  1.19
P  -2.762073  -0.241350  -1.628830  0.90
C  -3.468567  1.377342  -1.182126  -0.95
C  -3.212921  -0.726472  -3.322968  -0.96
H  -4.303016  -0.880819  -3.455844  0.28
H  -4.312521  -1.677884  -0.333832  0.27
H  -2.677215  -1.656610  -3.590910  0.26
H  -2.713846  -2.445958  -0.635134  0.26
H  -3.132177  2.140292  -1.895852  0.24
H  -2.874571  0.059385  -4.021752  0.26
C  -3.221326  -1.493833  -0.393645  -0.95
H  -4.577936  1.371603  -1.168226  0.28
H  -2.870533  -1.154713  0.591952  0.27
H  -3.110088  1.652354  -0.181599  0.26
P  2.771106  -0.146785  -1.617655  0.89
C  3.421809  1.492814  -1.161531  -0.95
C  3.268477  -1.386252  -0.381305  -0.95
H  2.747467  -1.567725  -3.578858  0.26
H  4.347604  -0.746548  -3.434240  0.28
H  2.901252  0.145468  -4.015870  0.26
C  3.254326  -0.622563  -3.307647  -0.96
H  2.793087  -2.354212  -0.625319  0.26
H  4.365642  -1.534613  -0.318475  0.27
H  4.530690  1.527942  -1.143088  0.28
H  3.048938  1.753160  -0.162854  0.26
H  2.903857  -1.059996  0.603314  0.27
H  3.062168  2.247242  -1.873531  0.25
C  -0.044661  2.429032  -1.474730  0.53
O  -0.062990  3.274306  -0.696161  -0.32
C  1.537305  -0.883366  4.159449  -1.09
Si  0.000524  -0.032292  3.483096  1.54
C  -1.536952  -0.883163  4.158521  -1.09
C  -0.000017  1.752544  4.107519  -1.08
C  0.004168  -0.224446  1.677582  -0.38
C  0.003711  -0.252871  0.447227  -0.56
H  1.477470  -0.851457  5.258910  0.26
H  2.458077  -0.372597  3.822512  0.24
H  1.562262  -1.933370  3.817000  0.24
H  -1.477598  -0.850793  5.257986  0.26
H  -2.457838  -0.372694  3.821453  0.24
H  -1.562212  -1.933487  3.817056  0.24
H  0.896987  2.307507  3.778284  0.24
H  -0.897296  2.307382  3.778743  0.24
H  0.000192  1.708292  5.207726  0.26

Forces on atoms 1 to 6 (eV/Å):
-0.613 1.430 0.505
0.476 -1.046 -1.291
0.087 -2.078 1.014
0.006 0.157 0.283
-0.791 -0.048 -0.005
-0.547 -0.128 -0.230

As for the charge: +2. As for the spin multiplicity: 1.

(3)
C29H26ClN3O4S | the ωB97M-V functional and the def2-TZVPD basis

Last column: natural (NBO) charge in e.
Cartesian coordinates (Å):
N  10.527295  -3.508538  0.726712  -0.32
C  9.427581  -3.156116  0.536318  0.29
C  8.072971  -2.720084  0.295126  -0.19
C  7.801395  -1.374526  0.032289  -0.17
C  6.491901  -0.944310  -0.194773  -0.18
C  5.443782  -1.865959  -0.157363  -0.29
S  3.737980  -1.317691  -0.521215  2.15
C  2.999614  -1.028442  1.010616  -0.95
Cl  1.498889  -0.372145  1.196620  0.01
O  3.922274  -0.081565  -1.250600  -0.98
O  3.127087  -2.456943  -1.173776  -0.97
C  5.703802  -3.211916  0.104373  -0.14
C  7.015908  -3.633971  0.332879  -0.17
H  8.621225  -0.656378  0.003364  0.22
H  6.298372  0.104294  -0.411532  0.25
H  3.527896  -1.362831  1.899162  0.22
H  4.891537  -3.935758  0.120957  0.24
H  7.220718  -4.684204  0.540061  0.22
C  -0.992757  -0.891710  -6.597493  -0.26
O  -1.150305  -0.994549  -5.162592  -0.49
C  -1.252875  0.137356  -4.419531  0.33
C  -1.373770  -0.054264  -3.013857  -0.24
C  -1.441106  1.049927  -2.199795  0.03
C  -1.429967  2.346240  -2.772139  0.09
C  -1.320567  2.563599  -4.140376  -0.20
C  -1.228429  1.450168  -4.978159  -0.29
N  -1.558344  3.274930  -1.738674  -0.30
C  -1.608939  4.714007  -1.925427  -0.41
C  -1.632505  2.625183  -0.538394  0.11
C  -1.577843  1.224501  -0.752489  -0.19
C  -1.693286  0.211006  0.203571  0.03
C  -1.812572  0.502543  1.581466  -0.20
C  -1.117803  1.492063  2.305767  0.06
N  -1.573956  1.535986  3.590963  -0.32
C  -1.059628  2.422740  4.618267  -0.40
C  -2.581671  0.588310  3.763710  0.10
C  -2.765006  -0.085326  2.526462  0.03
C  -3.828443  -0.957752  2.371151  -0.32
C  -4.678863  -1.193399  3.488219  0.32
O  -5.738876  -2.043941  3.455571  -0.50
C  -6.035706  -2.726644  2.218935  -0.26
C  -4.450217  -0.529436  4.728306  -0.25
C  -3.406249  0.377506  4.866126  -0.21
H  -0.939907  -1.931941  -6.919605  0.21
H  -1.856380  -0.392693  -7.060796  0.18
H  -0.065382  -0.363386  -6.863493  0.19
H  -1.409536  -1.056979  -2.598379  0.23
H  -1.294316  3.576196  -4.534677  0.22
H  -1.131750  1.582184  -6.057215  0.23
H  -1.496583  4.922668  -2.992641  0.22
H  -2.564298  5.127802  -1.573623  0.22
H  -0.799106  5.205254  -1.370100  0.22
H  -1.774029  3.159932  0.393936  0.23
H  -1.809179  -0.816160  -0.141855  0.23
H  -0.362393  2.181695  1.950704  0.23
H  -1.636241  2.266930  5.532343  0.22
H  0.000677  2.212900  4.816152  0.22
H  -1.141988  3.472042  4.304973  0.21
H  -4.007353  -1.427345  1.401695  0.22
H  -6.890903  -3.351811  2.471578  0.21
H  -6.302361  -2.010988  1.428225  0.18
H  -5.187791  -3.345777  1.893087  0.18
H  -5.123947  -0.749639  5.551797  0.23
H  -3.227779  0.907158  5.799091  0.22

Forces on atoms 1 to 6 (eV/Å):
-2.319 0.744 -0.389
2.075 -0.678 0.325
-0.397 0.117 0.003
-0.093 0.278 -0.093
0.192 -0.213 0.072
-0.179 0.027 0.444

As for the spin multiplicity: 1.

(4)
C5H6O | the ωB97M-V functional and the def2-TZVPD basis

Last column: natural (NBO) charge in e.
Cartesian coordinates (Å):
C  -1.523154  -0.919680  0.330868  -0.63
C  -0.163781  -0.310985  0.152498  -0.11
C  0.074171  1.097165  0.086369  -0.32
C  1.346528  1.264921  -0.352142  0.10
O  1.952611  0.058714  -0.471711  -0.41
C  1.034204  -0.883297  -0.122659  0.07
H  -2.256339  -0.152269  0.603602  0.22
H  -1.862907  -1.343730  -0.621594  0.22
H  -1.552247  -1.710587  1.082764  0.22
H  -0.566436  1.779125  0.616946  0.23
H  1.939662  2.116960  -0.656385  0.20
H  1.409726  -1.888235  -0.007757  0.20

Forces on atoms 1 to 6 (eV/Å):
-0.038 -0.107 0.082
0.161 -0.102 0.103
0.194 -0.032 0.296
-0.025 0.084 0.181
0.023 -0.020 -0.025
-0.172 -0.195 -0.025

Its SMILES is Cc1ccoc1. As for the spin multiplicity: 1.

Number 1: gap between HOMO and LUMO 12.32 eV, HOMO energy -11.199 eV, E -5411.4808 eV. Number 2: gap between HOMO and LUMO 4.98 eV, HOMO energy -13.959 eV, E -63408.8685 eV. Number 3: gap between HOMO and LUMO 3.21 eV, HOMO energy -5.219 eV, E -66507.3623 eV. Number 4: gap between HOMO and LUMO 9.69 eV, HOMO energy -8.599 eV, E -7328.6726 eV.